(1)
This record from OMol25 describes 11 unconnected molecules or ions with the total composition C39H62N11O5S2. The level of theory is the ωB97M-V functional and the def2-TZVPD basis.

Values from the calculation:
- E (eV) = -89723.0378
- charge = -1

Structure (XYZ):
```
119
Properties=species:S:1:pos:R:3:forces:R:3:mulliken_charge:R:1
C 6.190632 -1.482320 0.451796 0.7882 -0.4296 -0.2698 -0.365
O 6.433105 -0.904966 -0.881358 -1.9928 1.0220 1.3096 -0.300
C 5.553339 0.289728 -1.107819 0.3478 0.0967 -1.5766 -0.201
C 6.375450 1.691814 -0.897355 0.7379 -0.7149 0.0963 -0.504
C 6.350284 2.294271 0.626671 -0.0551 1.4084 0.3210 -0.756
C 4.900502 2.204596 1.388050 -0.3491 -0.7736 -0.3453 -0.410
C 3.655014 2.859037 0.485428 0.9492 0.7487 1.1610 -0.260
C 2.554814 3.622829 1.453732 -1.0966 -0.5110 -0.9685 -0.468
C 1.121053 2.777019 1.325607 -0.1404 1.1116 -0.2552 -0.638
C -0.158607 3.711273 1.838663 1.0318 -0.7189 0.7475 -0.432
C -1.528431 2.815312 1.743720 0.8426 -0.0071 1.2945 -0.504
S -2.350142 3.056857 0.050904 -0.1228 -1.0989 -5.5444 0.912
O -1.466101 3.943634 -0.908913 -2.4673 -2.5427 4.0664 -0.659
O -2.491135 1.615911 -0.551871 0.4786 3.9311 2.4736 -0.590
N -3.888154 3.873708 0.280695 -0.2429 -1.7999 -1.0787 -0.482
S -5.164549 3.069292 -0.663006 2.7753 -4.0094 -1.8782 0.829
O -5.494304 1.710457 0.044243 0.0657 4.0874 -1.8713 -0.570
O -4.742721 2.882454 -2.158285 -1.8155 0.8833 4.5716 -0.643
C -6.763214 4.095462 -0.703478 -0.9229 1.1086 1.6834 -0.737
C -8.117297 3.142245 -0.939270 0.5933 0.7494 -0.1713 -0.207
C -8.824918 3.010327 0.539274 0.0100 -0.2837 -0.0902 -0.550
C -9.987814 1.859599 0.647296 -2.0232 -2.6667 0.7598 0.456
C -11.502295 2.046086 0.008208 1.0485 -3.7728 2.2769 -0.358
C -12.601875 0.846781 0.209659 3.4744 -0.6411 1.6454 -0.359
C -12.251142 -0.543439 1.062278 3.3175 2.7836 -0.3000 -0.371
C -10.716731 -0.746104 1.695357 -1.5563 4.0264 -2.3105 -0.451
C -9.616535 0.485281 1.466184 -3.4983 -0.1599 -1.0962 -0.065
H 6.600665 -0.710770 1.237732 -1.0511 -1.6935 -1.1401 0.174
H 6.821750 -2.493642 0.490387 -1.3534 2.3180 0.0440 0.081
H 5.058091 -1.750587 0.574170 2.0537 0.6417 0.0109 0.242
H 5.276429 0.237046 -2.265379 0.6066 0.0520 2.4181 -0.005
H 4.536407 0.214855 -0.531577 2.0815 0.1393 -0.8083 0.259
H 6.024467 2.457705 -1.722751 0.4540 -1.3882 1.9476 0.321
H 7.516036 1.453143 -1.157123 -2.5170 0.4226 0.4779 0.302
H 7.212810 1.864368 1.330903 -1.9341 0.6215 -1.7031 0.274
H 6.600529 3.456362 0.528278 -0.4568 -2.3904 0.2093 0.340
H 4.926743 2.712684 2.454013 0.1359 -0.9001 -2.2810 0.406
H 4.672752 1.061863 1.577164 0.3783 2.2128 -0.2600 0.085
H 3.089258 2.039517 -0.134954 1.3218 1.7058 1.0323 0.124
H 4.173693 3.678244 -0.192508 -1.2361 -1.8175 1.0580 0.197
H 2.908284 3.736243 2.570709 -0.6805 -0.3182 -2.2566 0.260
H 2.317560 4.693047 1.015886 0.6079 -2.0954 0.9512 0.265
H 1.172986 1.772735 1.949063 -0.1391 2.0152 -1.2819 0.184
H 0.955307 2.542860 0.169741 0.3230 0.3645 2.5134 0.314
H -0.209482 4.718094 1.243805 -0.0602 -2.1313 0.8876 0.262
H 0.076275 3.997204 2.967184 -0.7270 -0.7840 -2.5252 0.383
H -2.295498 3.006251 2.624007 1.5017 -0.1230 -2.0961 0.307
H -1.206820 1.668803 1.828237 -0.9632 2.5102 -0.6003 0.178
H -6.849148 4.562529 0.391953 0.2383 -1.0063 -2.2948 0.301
H -6.716831 5.007594 -1.434175 0.3704 -2.0910 1.1509 0.422
H -7.808252 2.118570 -1.426643 -0.7061 2.0071 1.1716 0.017
H -8.797532 3.743618 -1.712803 1.3695 -1.4414 1.7445 0.388
H -7.940500 2.781140 1.305598 -2.1550 0.2720 -1.6933 0.146
H -9.262435 4.076713 0.831949 0.8446 -2.3636 -0.6214 0.311
H -11.765221 3.033236 -0.571397 0.5249 -2.2535 1.2794 0.257
H -13.680589 0.925415 -0.242646 2.3934 -0.0259 0.9639 0.259
H -13.072380 -1.386720 1.226683 1.9700 2.1137 -0.4938 0.256
H -10.428812 -1.714294 2.311375 -0.6674 2.3201 -1.4946 0.246
H -8.539443 0.303316 1.938421 -2.5773 0.7261 -1.2527 -0.026
C -9.333890 2.714813 4.806661 0.5876 0.8320 -0.6688 -0.672
C -8.607956 3.728450 3.937243 3.9515 5.5445 -4.6652 0.527
N -8.005638 4.569272 3.215872 -4.7772 -6.6209 5.8816 -0.536
H -9.959859 3.232268 5.538963 0.1390 0.0693 -0.1829 0.330
H -9.967316 2.076086 4.184896 0.1901 0.1092 -0.0473 0.162
H -8.608874 2.090388 5.335855 -0.0439 0.1038 -0.2259 0.250
C 8.490278 -4.177148 -1.852818 0.2677 -0.1106 1.1981 0.294
C 8.860398 -4.403339 -0.396049 2.0376 -1.1977 7.8441 0.221
N 9.167562 -4.590876 0.812515 -2.4153 1.4100 -9.5888 -0.526
H 7.708195 -4.880397 -2.152235 0.1261 0.1337 0.1237 0.253
H 8.122741 -3.156412 -1.989953 0.0215 -0.1017 0.1655 0.134
H 9.367294 -4.328244 -2.488125 -0.1180 -0.0188 0.2240 -0.402
C 8.066110 -8.480225 -2.456524 0.5827 0.8260 -0.7155 -0.851
C 8.792044 -7.466588 -3.325943 4.0046 5.5428 -4.7914 0.502
N 9.394362 -6.625765 -4.047314 -4.7953 -6.7238 5.8358 -0.537
H 7.440141 -7.962770 -1.724223 0.1440 0.0271 -0.1642 0.288
H 7.432684 -9.118952 -3.078289 0.1509 0.1858 0.0067 0.319
H 8.791126 -9.104650 -1.927330 -0.0328 0.1745 -0.1460 0.278
C -3.552359 5.861599 3.886209 1.0731 -0.5159 0.2871 -0.660
C -2.200483 5.266707 4.245188 7.3299 -3.1768 2.0242 0.463
N -1.078897 4.773166 4.542855 -9.1353 4.1157 -1.9958 -0.593
H -4.128160 6.054328 4.795698 0.2007 -0.0867 -0.0797 0.311
H -3.414158 6.802423 3.346263 0.1035 -0.2142 0.0636 0.263
H -4.109476 5.165944 3.252737 0.1792 0.0222 -0.0039 0.179
C 3.168376 -1.580372 -4.752299 0.8186 -0.8064 0.4807 -0.781
C 4.174366 -2.569296 -4.186308 5.5574 -5.4490 3.1300 0.442
N 5.009005 -3.389624 -3.716646 -6.6836 6.5573 -3.7781 -0.484
H 2.602812 -2.047092 -5.563577 0.1598 -0.0128 0.1668 0.326
H 2.473367 -1.265919 -3.968798 0.1778 -0.1114 -0.0641 0.257
H 3.688541 -0.700639 -5.141014 0.0076 -0.1977 0.1103 0.259
C -6.048378 -1.802391 2.885961 -0.7462 0.6217 0.7167 -0.572
C -7.000427 -1.025041 3.780198 -5.1579 4.2378 4.8799 0.446
N -7.790306 -0.380264 4.522154 6.3020 -5.1528 -5.8974 -0.511
H -5.563069 -1.123686 2.179069 -0.1482 0.0543 0.1528 0.026
H -5.281832 -2.291418 3.493457 -0.1587 0.1345 -0.0132 0.379
H -6.599521 -2.563851 2.327372 -0.0364 0.1725 0.1405 0.283
C 11.624186 -3.760815 -4.761141 0.0029 0.8179 0.9285 -0.494
C 11.610509 -2.791810 -3.590171 -0.0577 5.2913 6.3011 0.358
N 11.599016 -1.987859 -2.618741 0.0846 -6.4470 -7.6686 -0.485
H 12.583949 -4.283407 -4.801326 -0.1446 0.0984 0.1059 0.256
H 10.822999 -4.496092 -4.645989 0.0972 0.0838 0.0592 0.104
H 11.475809 -3.216140 -5.697578 0.0041 0.0295 0.2321 0.323
C 12.307474 -6.035392 -1.636611 0.4848 -0.4749 -1.0613 -0.356
C 12.914765 -6.566363 -2.924864 3.3054 -2.9261 -7.0261 0.325
N 13.418693 -7.006755 -3.993628 -4.0092 3.5486 8.5243 -0.500
H 11.483150 -6.680265 -1.319607 0.1451 0.0726 -0.1510 0.149
H 13.065360 -6.013101 -0.848637 -0.0679 -0.0172 -0.2152 0.369
H 11.927025 -5.022366 -1.793578 0.0916 -0.1242 -0.0383 -0.009
C -1.861646 -1.566386 0.272675 -0.0961 -0.8333 0.9910 -0.366
C -1.915842 -2.562977 1.419060 -0.2677 -5.4475 6.1942 0.275
N -1.960769 -3.389660 2.370229 0.3081 6.5474 -7.5200 -0.498
H -2.095187 -2.069356 -0.669843 0.0224 -0.0030 0.2204 0.331
H -2.588696 -0.766716 0.439158 0.1415 0.0126 -0.0375 0.025
H -0.861392 -1.129896 0.205066 -0.1917 -0.0652 0.0995 0.238
C -6.473611 -0.879741 -1.669375 -1.2632 -0.2396 0.1339 -0.168
C -7.926419 -1.219218 -1.378803 -7.8323 -1.8967 1.5366 0.355
N -9.131748 -1.500775 -1.137862 9.5680 2.1387 -1.9810 -0.484
H -5.824621 -1.352932 -0.927240 -0.1841 0.1335 -0.0594 0.117
H -6.198363 -1.240101 -2.664448 -0.1745 -0.0114 0.1449 0.332
H -6.328772 0.203351 -1.630176 0.0406 -0.1118 0.1749 -0.110
```
Forces are in eV/Å.


(2)
This record from OMol25 describes 3 unconnected molecules or ions with the total composition C26H40BF6INO8. The level of theory is the ωB97M-V functional and the def2-TZVPD basis.

Values from the calculation:
- E (eV) = -70563.7010
- charge = -1

Structure (XYZ):
```
83
Properties=species:S:1:pos:R:3:forces:R:3:mulliken_charge:R:1
C -1.384242 -0.705995 7.822813 0.0856 0.4951 -0.2048 -1.781
C -2.455025 -0.003810 6.959594 -0.1408 0.9196 0.2373 2.397
C -2.634767 1.420989 7.599750 0.4352 -0.3139 -1.2128 -1.792
C -3.846003 -0.676041 7.021484 0.0218 0.0602 0.9166 -1.905
C -1.894201 0.252668 5.527350 -0.2409 -1.2186 0.2480 -2.420
C -2.107230 -0.854939 4.453601 0.6414 0.2790 -1.5616 3.248
C -1.820951 -2.288720 4.930903 -0.1006 0.0722 0.5271 -1.732
C -3.501468 -0.787138 3.751106 -0.2895 -0.6667 1.1063 -1.666
C -1.078343 -0.556734 3.306433 -0.2659 0.0550 0.5987 -0.509
C -0.648925 0.730888 3.041984 -0.0965 0.3910 0.0727 -0.700
C 0.276275 1.022857 2.052145 0.4675 0.6043 -0.2739 -0.862
C 0.819119 0.016603 1.269455 -0.1468 -0.2435 -0.1300 0.788
O 1.739045 0.164047 0.277816 0.1451 0.4286 0.4646 -0.357
C 2.278004 1.481685 0.140188 0.0755 0.4119 0.0549 -0.478
C 3.428725 1.481597 -0.874822 -1.2161 0.2394 0.0759 -0.479
O 2.984011 2.205775 -2.011014 0.7666 -0.5131 -0.1415 -0.399
C 4.099639 2.416733 -2.903215 0.6506 0.6478 0.1430 0.315
C 4.608745 3.893572 -2.846859 -0.3848 -0.6684 -0.5033 -0.759
B 4.725108 4.573351 -4.315323 -0.2502 -0.6314 0.6377 0.388
I 4.936369 6.812395 -3.936779 0.3293 0.4512 0.1960 -0.325
O 3.494856 4.265601 -5.181378 0.6169 1.4636 0.2890 -0.339
N 3.165108 5.378783 -5.900635 -0.2267 -0.6777 -0.5800 0.168
O 2.809897 5.109332 -7.007045 -0.2576 0.1611 0.2662 -0.424
C 0.363921 -1.275301 1.498396 0.3776 -0.2772 -0.5801 -0.715
C -0.550663 -1.549729 2.482120 -0.1199 -0.3816 0.2045 -0.006
H -0.985828 -1.626868 7.387069 -0.3172 0.0009 0.2213 0.272
H -1.745059 -0.849937 8.849571 0.0267 -0.2512 -0.2452 0.479
H -0.534885 -0.005944 7.887238 -0.1377 -0.2451 0.0567 0.410
H -1.863063 2.059284 7.141799 -0.0802 0.0394 0.5289 0.371
H -2.518384 1.407526 8.687736 -0.2727 0.0605 -0.1736 0.421
H -3.595751 1.832712 7.264577 0.1131 0.0109 0.3953 0.441
H -4.511948 -0.391577 6.200881 0.2835 -0.1874 0.0169 0.261
H -4.338312 -0.299571 7.934938 0.0901 -0.1790 -0.1953 0.536
H -3.807882 -1.764038 7.161902 -0.0080 0.2006 -0.4376 0.352
H -0.804512 0.363700 5.638426 -0.2718 0.1931 -0.0083 0.628
H -2.285778 1.192328 5.120265 -0.0469 -0.1807 0.2068 0.477
H -1.957119 -3.004061 4.112973 0.1067 0.1642 0.1950 0.333
H -0.795646 -2.352122 5.322559 -0.1640 -0.1332 -0.3107 0.398
H -2.481744 -2.624241 5.739390 0.0026 0.2557 -0.1858 0.271
H -3.955929 0.207110 3.842981 0.2268 -0.1106 -0.3783 0.350
H -3.451003 -1.136828 2.715198 0.0550 0.3125 0.1316 0.315
H -4.183872 -1.481314 4.270892 0.0561 0.2280 -0.1722 0.362
H -1.018396 1.588027 3.599152 0.0235 -0.2528 -0.0099 0.212
H 0.582612 2.057228 1.926392 -0.0827 -0.1753 -0.0380 0.446
H 1.466762 2.156984 -0.171899 0.3519 -0.0910 -0.2429 0.378
H 2.639101 1.879582 1.103196 -0.0917 -0.4553 -0.0415 0.398
H 4.306343 1.980376 -0.436052 -0.0647 -0.2539 -0.1122 0.310
H 3.641869 0.431096 -1.136631 0.2158 0.2793 0.0981 0.188
H 4.938770 1.781214 -2.579735 -0.3003 -0.1462 -0.2130 0.333
H 3.829346 2.108241 -3.919200 -0.2704 0.0934 0.2781 -0.341
H 3.912426 4.443492 -2.197553 0.2577 -0.0604 -0.1142 0.256
H 5.616788 3.891656 -2.409171 -0.2989 0.2355 0.1548 0.181
H 5.715228 4.241727 -4.921534 -0.0176 0.0741 -0.1495 -0.216
H 0.756994 -2.073644 0.870428 -0.0538 0.1189 0.1454 0.413
H -0.825156 -2.589440 2.586267 0.0067 0.2165 0.1894 0.157
C -5.234461 -2.920796 -2.649299 -0.1052 -0.3006 0.1823 -1.104
C -3.964596 -2.396102 -2.013585 -0.1618 0.2918 -0.5813 -0.243
O -3.815630 -2.885488 -0.667466 0.1141 -0.1013 0.3570 -0.255
C -3.355958 -4.124184 -0.544015 -0.0782 0.4248 -0.7231 0.330
O -3.064772 -4.857253 -1.443171 0.0520 -0.2114 0.3329 -0.526
C -3.207334 -4.477567 0.941160 -0.0218 -0.3197 0.8845 0.931
F -4.289758 -4.131425 1.653131 -0.0254 0.1060 -0.2236 -0.272
F -2.156531 -3.837952 1.477648 -0.1452 -0.0808 -0.3289 -0.270
F -3.019640 -5.783826 1.127039 0.0257 0.0647 -0.3201 -0.265
H -6.099206 -2.682025 -2.028190 0.0196 0.1287 -0.0463 0.301
H -5.375475 -2.482913 -3.637081 0.0373 0.0423 0.0273 0.374
H -5.203297 -4.005327 -2.754490 0.0824 0.0280 -0.0779 0.311
H -4.008332 -1.311480 -1.936607 0.0460 -0.0452 0.2819 0.324
H -3.084093 -2.643550 -2.605912 0.0185 -0.1816 0.1421 0.325
C 3.280216 2.072065 -6.935213 0.1979 -0.9414 -0.2335 -0.631
C 2.458628 1.319894 -7.957157 -0.1208 0.6323 0.3127 -0.419
O 3.206410 0.229536 -8.553817 0.0470 -0.3869 -0.2689 -0.319
C 3.296002 -0.880025 -7.841031 -0.4465 0.8007 0.2313 0.372
O 2.819540 -1.066188 -6.758522 0.1608 -0.4248 -0.1205 -0.525
C 4.079142 -1.940626 -8.627700 0.5065 -0.4998 -0.2714 0.887
F 5.200014 -1.441612 -9.166872 -0.1082 0.1111 0.0684 -0.252
F 3.338662 -2.436213 -9.635508 -0.1259 0.1409 0.0859 -0.262
F 4.434500 -2.967892 -7.854441 -0.1593 0.1495 0.1071 -0.247
H 4.216084 2.418861 -7.375034 -0.1005 0.1791 -0.0365 0.295
H 2.734330 2.919664 -6.563534 -0.0970 -0.0055 -0.0766 0.256
H 3.539963 1.430494 -6.092039 -0.1103 -0.0055 0.0103 0.173
H 2.195077 1.985231 -8.777925 0.1521 -0.2036 -0.1809 0.328
H 1.527537 0.945533 -7.530493 0.1316 -0.2410 0.0252 0.334
```
Forces are in eV/Å.


| no. | gap between HOMO and LUMO (eV) | molar mass (g mol⁻¹) | strongest force on any atom (Eh/bohr) |
| --- | --- | --- | --- |
| 1 | 7.23 | 829.13 | 0.199 |
| 2 | 6.82 | 746.31 | 0.033 |